No. 1
A molecular structure, C5H6N2, computed with ωB97M-V with the def2-TZVPD basis set.

Structure (XYZ):
```
13
Properties=species:S:1:pos:R:3
N 0.415 -1.148 2.607
C 0.517 -0.514 1.639
C 0.584 -0.728 0.182
C -0.830 -0.707 -0.444
C -0.347 0.531 -1.163
C 0.180 1.483 -0.113
N 1.063 0.483 -0.636
H 1.190 -1.619 0.017
H -1.658 -0.518 0.246
H -1.061 -1.573 -1.064
H -0.487 0.659 -2.246
H 0.123 1.089 1.257
H 0.311 2.561 -0.282
```

The value obtained for the energy above the lowest of the compared OMol25 structures with the same formula, charge and spin is 452.9 kJ/mol. Its lowest unoccupied orbital energy is 0.31 eV. As for the highest occupied orbital energy: -9.90 eV. The molecular weight comes out at 94.12 g mol⁻¹. The calculation puts the HOMO-LUMO gap at 0.375 Eh.

---

No. 2
A molecular structure, C5H6N2, computed with ωB97M-V with the def2-TZVPD basis set.

Structure (XYZ):
```
13
Properties=species:S:1:pos:R:3
N -1.445 0.637 2.290
C -1.156 0.305 1.202
C -0.397 -0.873 0.717
C -0.107 -0.925 -0.731
C -0.046 0.479 -1.164
C 1.122 0.692 -0.215
N 0.982 -0.701 0.327
H -0.583 -1.783 1.264
H -0.278 -1.842 -1.288
H -0.006 0.755 -2.226
H -1.171 0.983 -0.046
H 2.127 0.777 -0.639
H 0.959 1.496 0.509
```

The value obtained for the energy above the lowest of the compared OMol25 structures with the same formula, charge and spin is 561.3 kJ/mol. Its lowest unoccupied orbital energy (spin up / spin down) is -0.64 / -0.64 eV. As for the highest occupied orbital energy (spin up / spin down): -8.87 / -8.87 eV. The molecular weight comes out at 94.12 g mol⁻¹. The calculation puts the HOMO-LUMO gap (spin up / spin down) at 0.303 / 0.303 Eh.

---

No. 3
A molecular structure, C5H6N2, computed with ωB97M-V with the def2-TZVPD basis set.

Structure (XYZ):
```
13
Properties=species:S:1:pos:R:3
C 0.589 -1.238 0.041
C -0.709 -1.236 0.788
N -0.347 0.151 0.898
C -0.755 1.137 0.125
C 0.120 1.851 -0.697
C 1.374 1.268 -0.750
N 2.103 0.390 -0.457
H -1.592 -1.487 0.189
H 1.420 -1.771 0.478
H 0.500 -1.332 -1.035
H -0.687 -1.740 1.751
H -1.823 1.358 0.020
H -0.193 2.649 -1.350
```

The value obtained for the energy above the lowest of the compared OMol25 structures with the same formula, charge and spin is 420.8 kJ/mol. Its lowest unoccupied orbital energy (spin up / spin down) is 0.15 / 0.15 eV. As for the highest occupied orbital energy (spin up / spin down): -8.69 / -8.69 eV. The molecular weight comes out at 94.12 g mol⁻¹. The calculation puts the HOMO-LUMO gap (spin up / spin down) at 0.325 / 0.325 Eh.

---

No. 4
A molecular structure, C5H6N2, computed with ωB97M-V with the def2-TZVPD basis set.

Structure (XYZ):
```
13
Properties=species:S:1:pos:R:3
C -1.497 -0.748 0.199
C -1.499 0.767 0.294
C -0.152 0.679 0.460
N 1.047 1.276 0.143
C 1.816 0.206 -0.408
C 1.165 -0.962 -0.234
N -0.011 -0.696 0.497
H -1.654 -1.152 -0.805
H -2.046 -1.329 0.944
H 0.770 2.072 -0.432
H -2.278 1.474 0.529
H 2.825 0.382 -0.758
H 1.514 -1.969 -0.429
```

The value obtained for the energy above the lowest of the compared OMol25 structures with the same formula, charge and spin is 286.7 kJ/mol. Its lowest unoccupied orbital energy is 1.14 eV. As for the highest occupied orbital energy: -7.24 eV. The molecular weight comes out at 94.12 g mol⁻¹. The calculation puts the HOMO-LUMO gap at 0.308 Eh.

---

No. 5
C5H6N2 in the gas phase, computed with ωB97M-V with the def2-TZVPD basis set.

Structure (XYZ):
```
13
Properties=species:S:1:pos:R:3
N 0.692 1.338 2.157
C 0.024 0.485 1.746
C -0.569 -0.489 0.826
C -1.186 0.239 -0.394
C 0.056 -0.195 -1.155
C 1.352 -0.002 -0.475
N 0.502 -1.127 -0.057
H -1.193 -1.228 1.336
H -1.415 1.303 -0.294
H -2.066 -0.295 -0.762
H 0.011 -0.519 -2.190
H 1.531 0.767 0.265
H 2.261 -0.276 -1.005
```

The value obtained for the energy above the lowest of the compared OMol25 structures with the same formula, charge and spin is 259.3 kJ/mol. Its lowest unoccupied orbital energy is 0.95 eV. As for the highest occupied orbital energy: -9.84 eV. The molecular weight comes out at 94.12 g mol⁻¹. The calculation puts the HOMO-LUMO gap at 0.397 Eh. Its SMILES is N#C[C@H]1C[C@H]2CN21.

---

No. 6
C5H6N2 in the gas phase, computed with ωB97M-V with the def2-TZVPD basis set.

Structure (XYZ):
```
13
Properties=species:S:1:pos:R:3
H -1.443 2.128 -1.256
N -0.908 2.264 -0.353
C 0.044 1.444 -0.118
N 0.370 0.326 -1.018
C -0.560 -0.832 -1.138
C 0.676 -0.894 -0.291
C 0.518 -0.998 1.139
C 0.481 -0.941 2.374
H 0.835 1.584 0.668
H -0.669 -1.236 -2.179
H -1.478 -0.718 -0.569
H 1.633 -1.266 -0.689
H 0.500 -0.861 3.430
```

The value obtained for the energy above the lowest of the compared OMol25 structures with the same formula, charge and spin is 381.6 kJ/mol. Its lowest unoccupied orbital energy is 0.99 eV. As for the highest occupied orbital energy: -9.50 eV. The molecular weight comes out at 94.12 g mol⁻¹. The calculation puts the HOMO-LUMO gap at 0.385 Eh. Its SMILES is [H]/N=C\N1C[C@@H]1C#C.

---

No. 7
C5H6N2 in the gas phase, computed with ωB97M-V with the def2-TZVPD basis set.

Structure (XYZ):
```
13
Properties=species:S:1:pos:R:3
C 1.338 1.152 -0.724
N 0.942 2.032 0.250
N 0.001 1.468 0.968
C -0.336 0.347 0.510
C 0.484 0.034 -0.590
C 0.019 -1.436 -0.645
C -1.135 -0.877 0.481
H 2.260 1.276 -1.338
H -0.606 2.183 1.367
H -0.330 -1.875 -1.584
H 0.706 -2.251 -0.154
H -2.141 -0.618 0.120
H -1.203 -1.435 1.340
```

The value obtained for the energy above the lowest of the compared OMol25 structures with the same formula, charge and spin is 322.2 kJ/mol. Its lowest unoccupied orbital energy is 0.98 eV. As for the highest occupied orbital energy: -8.60 eV. The molecular weight comes out at 94.12 g mol⁻¹. The calculation puts the HOMO-LUMO gap at 0.352 Eh. Its SMILES is c1n[nH]c2c1CC2.

---

No. 8
A molecular structure, C5H6N2, computed with ωB97M-V with the def2-TZVPD basis set.

Structure (XYZ):
```
13
Properties=species:S:1:pos:R:3
C -1.521 -0.343 0.130
C -1.400 1.136 0.388
C 0.083 0.814 0.594
N 1.246 1.185 -0.087
C 1.793 0.095 -0.507
C 0.945 -1.153 -0.264
N -0.188 -0.507 0.370
H 0.571 -1.587 -1.189
H -2.265 -1.076 0.423
H -1.513 1.776 -0.494
H -1.983 1.529 1.224
H 2.795 0.059 -0.923
H 1.436 -1.930 0.335
```

The value obtained for the energy above the lowest of the compared OMol25 structures with the same formula, charge and spin is 398.6 kJ/mol. Its lowest unoccupied orbital energy (spin up / spin down) is 0.35 / 0.41 eV. As for the highest occupied orbital energy (spin up / spin down): -7.19 / -7.05 eV. The molecular weight comes out at 94.12 g mol⁻¹. The calculation puts the HOMO-LUMO gap (spin up / spin down) at 0.277 / 0.274 Eh.

---

No. 9
A molecular structure, C5H6N2, computed with ωB97M-V with the def2-TZVPD basis set.

Structure (XYZ):
```
13
Properties=species:S:1:pos:R:3
C 1.216 0.130 0.851
C -0.059 -0.280 1.662
C -0.704 -0.164 0.310
N -1.626 -0.621 -0.484
C -1.182 -0.161 -1.715
C 0.029 0.481 -1.650
N 0.330 0.478 -0.287
H 1.891 -0.723 0.684
H 1.730 1.024 1.159
H -0.085 -1.272 2.116
H -0.363 0.473 2.401
H -1.771 -0.326 -2.607
H 0.593 0.963 -2.441
```

The value obtained for the energy above the lowest of the compared OMol25 structures with the same formula, charge and spin is 147.7 kJ/mol. Its lowest unoccupied orbital energy is 0.94 eV. As for the highest occupied orbital energy: -8.69 eV. The molecular weight comes out at 94.12 g mol⁻¹. The calculation puts the HOMO-LUMO gap at 0.354 Eh.

---

No. 10
2 unconnected molecules or ions with the total composition C5H6N2, computed with ωB97M-V with the def2-TZVPD basis set.

Structure (XYZ):
```
13
Properties=species:S:1:pos:R:3
C 2.497 0.875 1.071
C 1.191 1.090 1.004
C -1.988 -0.352 -0.220
C -2.042 -0.093 -1.499
C 1.743 0.034 0.034
N 1.633 -2.289 -0.037
N 1.543 -1.198 0.250
H 3.416 1.269 1.367
H 0.309 1.582 1.349
H -2.488 -1.125 0.302
H -1.677 0.409 0.506
H -1.546 0.723 -1.998
H -2.592 -0.926 -2.130
```

The value obtained for the energy above the lowest of the compared OMol25 structures with the same formula, charge and spin is 678.9 kJ/mol. Its lowest unoccupied orbital energy (spin up / spin down) is 0.68 / 0.67 eV. As for the highest occupied orbital energy (spin up / spin down): -7.83 / -7.83 eV. The molecular weight comes out at 94.12 g mol⁻¹. The calculation puts the HOMO-LUMO gap (spin up / spin down) at 0.312 / 0.312 Eh.

---

No. 11
C5H6N2O in the gas phase, computed with ωB97M-V with the def2-TZVPD basis set.

Structure (XYZ):
```
14
Properties=species:S:1:pos:R:3
C 0.455 1.606 -0.114
C -0.893 1.618 0.163
C 1.068 0.406 -0.392
C -1.144 -0.830 -0.334
C 1.829 -0.657 -0.143
N 3.021 -0.794 0.372
N -1.508 0.313 0.286
O -1.890 -1.874 -0.236
H 0.909 2.537 -0.461
H -1.491 2.461 0.214
H 1.483 -1.485 -0.774
H 3.463 -1.681 0.366
H -2.507 0.234 0.710
H -2.796 -1.855 0.342
```

The value obtained for the energy above the lowest of the compared OMol25 structures with the same formula, charge and spin is 638.3 kJ/mol. Its lowest unoccupied orbital energy (spin up / spin down) is -0.62 / -0.68 eV. As for the highest occupied orbital energy (spin up / spin down): -7.24 / -7.53 eV. The molecular weight comes out at 110.12 g mol⁻¹. The calculation puts the HOMO-LUMO gap (spin up / spin down) at 0.243 / 0.251 Eh.

---

No. 12
C5H6N2O in the gas phase, computed with ωB97M-V with the def2-TZVPD basis set.

Structure (XYZ):
```
14
Properties=species:S:1:pos:R:3
H 2.596 -1.231 0.041
N 2.702 -0.253 0.127
C 1.637 0.419 -0.081
N 0.361 -0.093 -0.112
C -0.015 -1.419 0.007
C -1.422 -1.478 0.040
C -1.948 -0.163 -0.035
C -0.830 0.664 -0.112
O -0.587 1.997 0.024
H 1.762 1.518 -0.167
H 0.842 -2.151 0.058
H -2.060 -2.387 0.041
H -3.027 0.054 0.292
H -1.393 2.497 0.527
```

The value obtained for the energy above the lowest of the compared OMol25 structures with the same formula, charge and spin is 136.2 kJ/mol. Its lowest unoccupied orbital energy is 0.43 eV. As for the highest occupied orbital energy: -8.14 eV. The molecular weight comes out at 110.12 g mol⁻¹. The calculation puts the HOMO-LUMO gap at 0.315 Eh. Its SMILES is [H]/N=C\n1cccc1O.

---

No. 13
C5H6N2O in the gas phase, computed with ωB97M-V with the def2-TZVPD basis set.

Structure (XYZ):
```
14
Properties=species:S:1:pos:R:3
C -2.384 -0.760 -0.006
C -0.929 -0.423 -0.082
N 0.052 -1.198 0.212
C 1.267 -0.452 0.015
O 2.384 -0.912 0.052
C 0.845 0.992 -0.303
C -0.124 1.701 0.541
N -0.586 0.881 -0.551
H -2.849 -0.824 -1.008
H -2.510 -1.726 0.432
H -2.873 -0.011 0.601
H 1.456 1.613 -0.994
H -0.248 2.782 0.396
H -0.364 1.344 1.541
```

The value obtained for the energy above the lowest of the compared OMol25 structures with the same formula, charge and spin is 87.2 kJ/mol. Its lowest unoccupied orbital energy is 0.42 eV. As for the highest occupied orbital energy: -10.07 eV. The molecular weight comes out at 110.12 g mol⁻¹. The calculation puts the HOMO-LUMO gap at 0.385 Eh. Its SMILES is CC1=NC(=O)[C@@H]2CN12.

---

No. 14
C5H6N2O in the gas phase, computed with ωB97M-V with the def2-TZVPD basis set.

Structure (XYZ):
```
14
Properties=species:S:1:pos:R:3
O -2.420 -0.033 -0.161
C -1.192 0.064 -0.034
C -0.404 1.404 0.271
N 1.056 1.525 0.109
C 1.640 0.452 -0.321
N 1.091 -0.820 -0.589
C 0.675 -1.529 0.725
C -0.318 -1.036 -0.256
H -0.565 1.715 1.294
H -0.870 2.185 -0.239
H 2.700 0.565 -0.560
H 0.646 -2.614 1.013
H 0.873 -0.738 1.629
H -0.859 -1.922 -0.800
```

The value obtained for the energy above the lowest of the compared OMol25 structures with the same formula, charge and spin is 253.4 kJ/mol. Its lowest unoccupied orbital energy is 0.59 eV. As for the highest occupied orbital energy: -9.60 eV. The molecular weight comes out at 110.12 g mol⁻¹. The calculation puts the HOMO-LUMO gap at 0.374 Eh. Its SMILES is O=C1CN=CN2C[C@@H]12.

---

No. 15
2 unconnected molecules or ions with the total composition C5H6N2O, computed with ωB97M-V with the def2-TZVPD basis set.

Structure (XYZ):
```
14
Properties=species:S:1:pos:R:3
C 0.288 0.198 1.890
C 0.907 -0.018 0.733
C 0.011 0.238 -0.310
C -1.303 0.172 -0.405
C -0.585 0.187 -2.458
H 1.502 -1.245 3.260
H -0.863 0.744 1.619
H 2.020 -0.157 0.844
H -2.018 0.078 0.352
H -0.650 0.092 -3.529
H 1.368 -0.420 -1.906
N -1.763 0.218 -1.678
N 0.425 0.112 -1.675
O 0.663 -0.198 3.262
```

The value obtained for the energy above the lowest of the compared OMol25 structures with the same formula, charge and spin is 466.7 kJ/mol. Its lowest unoccupied orbital energy is -0.19 eV. As for the highest occupied orbital energy: -7.81 eV. The molecular weight comes out at 110.12 g mol⁻¹. The calculation puts the HOMO-LUMO gap at 0.280 Eh.

---

No. 16
2 unconnected molecules or ions with the total composition C5H6N2O2, computed with ωB97M-V with the def2-TZVPD basis set.

Structure (XYZ):
```
15
Properties=species:S:1:pos:R:3
N -1.969 1.132 2.009
C -1.130 1.316 1.224
C 0.137 1.727 0.409
O 0.046 2.142 -0.731
O 1.186 2.042 1.215
H 0.990 2.188 2.158
C -2.111 -1.027 -1.003
C -1.050 -0.976 -0.427
N 0.320 -0.921 0.027
C 1.345 -1.321 -0.927
H -3.055 -0.846 -1.462
H 0.449 -1.225 0.987
H 1.381 -2.408 -1.039
H 1.152 -0.845 -1.892
H 2.309 -0.977 -0.547
```

The value obtained for the energy above the lowest of the compared OMol25 structures with the same formula, charge and spin is 374.5 kJ/mol. Its lowest unoccupied orbital energy is 0.30 eV. As for the highest occupied orbital energy: -9.16 eV. The molecular weight comes out at 126.11 g mol⁻¹. The calculation puts the HOMO-LUMO gap at 0.348 Eh. Its SMILES is N#CC(=O)O.C#CNC.

---

No. 17
2 unconnected molecules or ions with the total composition C5H6N2O2, computed with ωB97M-V with the def2-TZVPD basis set.

Structure (XYZ):
```
15
Properties=species:S:1:pos:R:3
C 2.958 0.205 -2.550
C 2.466 0.449 -1.343
C 1.461 -0.222 -0.536
N 0.766 -1.023 -0.061
O -0.011 -1.577 0.638
H 2.534 -0.652 -3.230
H 3.474 1.089 -3.033
H 2.778 1.355 -0.765
H -1.576 1.513 0.046
N -1.834 1.172 1.052
C -2.538 0.153 1.152
C -2.511 -0.488 2.439
O -3.208 -0.194 3.388
H -2.947 -0.445 0.287
H -1.811 -1.335 2.515
```

The value obtained for the energy above the lowest of the compared OMol25 structures with the same formula, charge and spin is 576.6 kJ/mol. Its lowest unoccupied orbital energy is 0.08 eV. As for the highest occupied orbital energy: -9.52 eV. The molecular weight comes out at 126.11 g mol⁻¹. The calculation puts the HOMO-LUMO gap at 0.353 Eh. Its SMILES is C=CC#[N+][O-].[H]/N=C/C=O.